ORCA calculation (ωB97M-V/def2-TZVPD) on a cluster of 2 separate species, C30H46N2P in total at a distorted geometry.

Calculated values
net charge = +1
HOMO = -10.021 eV
max |F| = 1.2 eV Å⁻¹
ΔE to the lowest compared entry with this formula, charge and spin = 14.92 kJ/mol
electronic energy = -1621.3778 Ha

```
79
C30H46N2P | OMol25 | ωB97M-V/def2-TZVPD
C -1.667 -1.305 0.443
C -1.421 -1.274 1.955
C -2.714 -1.453 2.757
P -0.431 0.170 2.642
C 1.129 -0.095 1.614
C 1.675 -1.524 1.718
C 2.207 0.919 2.003
C -1.194 1.553 1.597
C -0.592 2.913 1.954
C -2.720 1.659 1.669
H -2.171 -2.255 0.218
H -2.323 -0.502 0.088
H -0.740 -1.286 -0.143
H -0.771 -2.132 2.190
H -3.184 -2.395 2.452
H -2.502 -1.509 3.832
H -3.435 -0.645 2.586
H 0.802 0.098 0.580
H 2.688 -1.552 1.297
H 1.735 -1.848 2.766
H 1.073 -2.251 1.160
H 3.167 0.605 1.573
H 1.996 1.925 1.630
H 2.323 0.966 3.095
H -0.898 1.280 0.572
H -1.182 3.694 1.458
H -0.646 3.087 3.037
H 0.443 3.029 1.623
H -3.016 2.599 1.184
H -3.254 0.859 1.148
H -3.065 1.703 2.712
C -2.105 -3.319 11.194
N -1.944 -3.579 9.782
C -2.969 -4.439 9.237
C -2.650 -4.890 7.823
C -2.237 -3.689 6.977
C -1.120 -2.928 7.607
C -0.973 -2.995 9.024
C 0.171 -2.388 9.610
C 1.048 -1.652 8.843
C 0.762 -1.352 7.463
C 1.469 -0.410 6.673
C 2.348 0.582 7.189
C 3.343 1.163 6.350
C 4.283 2.064 6.818
C 4.337 2.386 8.209
N 5.385 3.099 8.714
C 5.471 3.516 10.095
C 6.358 3.766 7.881
C 6.589 3.058 6.560
C 5.269 2.694 5.889
C 3.288 1.899 9.040
C 2.325 1.043 8.548
C -0.300 -2.094 6.870
H -1.495 -2.475 11.521
H -3.160 -3.091 11.412
H -1.834 -4.208 11.784
H -3.087 -5.302 9.910
H -3.933 -3.899 9.254
H -1.834 -5.619 7.853
H -3.526 -5.386 7.399
H -1.940 -4.018 5.979
H -3.106 -3.024 6.852
H 0.343 -2.511 10.681
H 1.960 -1.281 9.311
H 1.380 -0.501 5.589
H 3.392 0.833 5.312
H 4.937 2.837 10.761
H 6.531 3.523 10.381
H 5.088 4.539 10.234
H 6.034 4.808 7.698
H 7.291 3.827 8.455
H 7.180 3.712 5.913
H 7.176 2.150 6.734
H 5.462 2.014 5.056
H 4.834 3.610 5.457
H 3.248 2.208 10.085
H 1.546 0.696 9.227
H -0.483 -1.961 5.804
```

=====

ORCA calculation (ωB97M-V/def2-TZVPD) on a structure of composition C30H46N7O7PSSeSiTc at a distorted geometry.

Calculated values
net charge = +2
2S+1 = 4
HOMO (alpha / beta) = -13.357 / -13.294 eV
max |F| = 1.5 eV Å⁻¹
⟨S²⟩ = 3.775
electronic energy = -5591.7253 Ha

```
95
C30H46N7O7PSSeSiTc | OMol25 | ωB97M-V/def2-TZVPD
Tc -0.144 0.102 -0.105
O 2.026 0.263 3.514
C 1.524 0.171 2.322
O 0.314 0.198 2.085
C 2.506 0.013 1.218
C 3.877 -0.045 1.311
C 4.608 -0.202 0.131
C 3.943 -0.286 -1.084
C 2.559 -0.214 -1.086
N 1.878 -0.073 0.043
C 1.664 -0.254 -2.312
O 2.132 -0.374 -3.402
O 0.363 -0.110 -2.021
H 1.326 0.374 4.180
H 4.356 0.030 2.279
H 5.689 -0.255 0.166
H 4.459 -0.399 -2.031
Se -2.315 4.134 2.064
N -1.344 5.287 1.187
C -0.501 4.577 0.458
C 0.486 5.119 -0.401
C 1.269 4.242 -1.080
C 1.078 2.850 -0.940
N 0.182 2.265 -0.161
C -0.619 3.134 0.578
N -1.532 2.703 1.418
H 0.597 6.193 -0.504
H 2.036 4.591 -1.758
H 1.682 2.196 -1.552
C -5.980 2.988 2.370
C -6.055 2.326 1.003
C -7.366 1.563 0.881
C -5.889 3.339 -0.115
O -4.902 1.403 0.946
Si -4.620 0.142 -0.014
S -2.406 0.182 -0.407
O -5.231 0.367 -1.468
C -5.517 -0.380 -2.691
C -7.013 -0.633 -2.718
C -4.736 -1.687 -2.704
C -5.085 0.520 -3.834
O -4.674 -1.336 0.593
C -5.431 -2.172 1.509
C -4.627 -3.452 1.645
C -5.542 -1.454 2.844
C -6.795 -2.467 0.908
H -6.954 3.403 2.632
H -5.258 3.806 2.391
H -5.707 2.254 3.130
H -8.193 2.271 0.824
H -7.524 0.931 1.759
H -7.393 0.947 -0.022
H -6.682 4.086 -0.058
H -5.936 2.850 -1.089
H -4.929 3.851 -0.026
H -7.314 -1.234 -1.855
H -7.287 -1.174 -3.626
H -7.561 0.311 -2.699
H -5.044 -2.337 -1.881
H -3.663 -1.485 -2.617
H -4.913 -2.211 -3.645
H -5.622 1.469 -3.794
H -5.297 0.040 -4.792
H -4.012 0.720 -3.772
H -3.638 -3.231 2.057
H -4.514 -3.936 0.670
H -5.136 -4.146 2.317
H -4.547 -1.213 3.227
H -6.052 -2.090 3.571
H -6.107 -0.524 2.739
H -6.687 -2.986 -0.049
H -7.364 -1.551 0.746
H -7.364 -3.108 1.582
C -1.637 -5.017 0.600
N -1.496 -4.596 -0.797
C -0.222 -5.096 -1.321
N 0.931 -4.660 -0.521
C 0.735 -5.071 0.873
N -0.520 -4.571 1.444
C -0.511 -3.135 1.636
P -0.304 -2.277 -0.012
C -1.637 -3.161 -0.957
C 1.168 -3.232 -0.640
H -1.667 -6.104 0.627
H -2.572 -4.631 1.006
H -0.094 -4.763 -2.352
H -0.251 -6.184 -1.308
H 1.572 -4.719 1.478
H 0.714 -6.158 0.908
H 0.301 -2.844 2.307
H -1.451 -2.801 2.080
H -1.560 -2.881 -2.010
H -2.607 -2.818 -0.586
H 2.063 -2.955 -0.075
H 1.337 -2.972 -1.688
```